Record 1
ORCA calculation (the ωB97M-V functional and the def2-TZVPD basis) on a molecular structure, C24H21F3IrN5OS2.

The value obtained for the LUMO energy (spin up / spin down) is -5.7790 / -8.7927 eV. Its total energy is -67373.259 eV. Its net charge is +2. The gap between HOMO and LUMO (spin up / spin down) is 8.147 / 5.248 eV. The calculation puts the HOMO energy (spin up / spin down) at -13.926 / -14.041 eV. As for the spin multiplicity: 5. Its relative energy (zero: lowest compared OMol25 entry of this formula, charge and spin) is 8.5 kcal/mol.

Each line ends with the Löwdin charge.
Element x y z (Å)
1 Ir 0.127 -0.111 0.089  1.256
2 F -3.759 -3.529 0.621  0.149
3 C -4.446 -2.439 0.997  -0.611
4 F -4.933 -1.857 -0.103  0.160
5 F -5.462 -2.823 1.762  0.179
6 C -3.532 -1.484 1.746  -0.083
7 C -3.798 -1.120 3.059  0.058
8 C -2.933 -0.262 3.720  0.012
9 C -1.812 0.208 3.054  -0.094
10 N -1.544 -0.149 1.799  -0.077
11 C -2.385 -0.977 1.152  -0.622
12 S -1.831 -1.308 -0.477  0.831
13 H -4.677 -1.508 3.554  0.144
14 H -3.120 0.037 4.742  0.130
15 H -1.111 0.879 3.536  0.118
16 C 1.490 1.457 -3.834  0.043
17 C 1.766 0.927 -2.466  -0.473
18 O 0.974 0.105 -1.939  -0.158
19 N 2.858 1.339 -1.829  0.116
20 C 3.268 0.858 -0.515  -0.091
21 C 2.681 1.691 0.599  -0.253
22 C 3.475 2.519 1.370  0.016
23 C 2.886 3.338 2.323  -0.001
24 C 1.508 3.318 2.465  -0.016
25 C 0.778 2.447 1.681  -0.121
26 N 1.345 1.633 0.776  -0.047
27 H 1.031 0.672 -4.429  0.106
28 H 2.388 1.822 -4.329  0.098
29 H 0.774 2.277 -3.750  0.111
30 H 3.443 2.017 -2.293  0.167
31 H 4.354 0.893 -0.471  0.140
32 H 2.972 -0.187 -0.419  0.109
33 H 4.545 2.534 1.213  0.131
34 H 3.494 3.993 2.933  0.132
35 H 1.003 3.964 3.169  0.127
36 H -0.300 2.396 1.761  0.102
37 S 3.621 -5.332 2.522  1.036
38 C 2.683 -3.961 1.897  -0.477
39 C 2.619 -2.749 2.584  -0.036
40 C 1.876 -1.717 2.062  -0.116
41 N 1.204 -1.834 0.902  -0.129
42 C 1.272 -2.992 0.224  -0.111
43 C 2.001 -4.067 0.688  -0.033
44 C 2.647 -5.615 3.998  -0.521
45 C 1.503 -6.394 3.938  -0.072
46 C 0.770 -6.563 5.105  -0.121
47 N 1.104 -6.023 6.277  0.082
48 C 2.226 -5.304 6.317  -0.123
49 C 3.033 -5.069 5.212  -0.085
50 H 3.143 -2.618 3.521  0.121
51 H 1.803 -0.763 2.573  0.114
52 H 0.713 -3.049 -0.701  0.109
53 H 2.026 -4.987 0.120  0.125
54 H 1.196 -6.866 3.014  0.111
55 H -0.131 -7.166 5.096  0.115
56 H 2.498 -4.897 7.284  0.115
57 H 3.947 -4.497 5.304  0.108

***

Record 2
ORCA calculation (the ωB97M-V functional and the def2-TZVPD basis) on a single C24H21F3N4O4S molecule.

The value obtained for the LUMO energy is -0.3083 eV. Its total energy is -58368.536 eV. Its net charge is 0. The gap between HOMO and LUMO is 8.253 eV. Its structure (SMILES) is CCn1cc(C(=O)O)c(=O)c2cc(F)c(N3CCN(C(=S)NC(=O)c4ccc(F)c(F)c4)CC3)cc21. The calculation puts the HOMO energy at -8.561 eV. Its relative energy (zero: lowest compared OMol25 entry of this formula, charge and spin) is 0.0 kcal/mol.

Each line ends with the Löwdin charge.
Element x y z (Å)
1 C -2.645 -4.738 0.812  -0.057
2 H -2.485 -3.676 0.976  0.071
3 H -3.715 -4.931 0.841  0.082
4 H -2.170 -5.294 1.616  0.079
5 C -2.071 -5.178 -0.533  -0.187
6 N -2.680 -4.452 -1.633  -0.036
7 C -3.725 -5.012 -2.265  0.034
8 C -4.413 -4.438 -3.288  -0.026
9 C -4.040 -3.128 -3.774  -0.303
10 O -4.618 -2.553 -4.706  0.038
11 C -2.919 -2.531 -3.061  -0.062
12 C -2.472 -1.261 -3.442  0.081
13 C -1.429 -0.657 -2.802  -0.179
14 C -0.763 -1.266 -1.713  -0.142
15 C -1.214 -2.537 -1.347  0.051
16 C -2.263 -3.186 -2.000  -0.124
17 H -0.738 -3.012 -0.509  0.089
18 N 0.272 -0.682 -1.041  -0.071
19 C 0.572 0.734 -1.103  -0.124
20 H 1.266 0.960 -1.923  0.135
21 H -0.346 1.294 -1.280  0.133
22 C 1.151 1.235 0.215  -0.105
23 N 2.329 0.476 0.604  -0.088
24 C 2.987 0.672 1.751  -0.782
25 S 4.004 -0.433 2.445  0.682
26 N 2.795 1.851 2.477  0.086
27 C 2.845 3.147 2.015  -0.408
28 O 2.871 3.441 0.840  0.084
29 C 2.874 4.175 3.095  -0.130
30 C 3.429 5.410 2.772  0.077
31 C 3.480 6.411 3.721  -0.190
32 C 2.962 6.192 4.994  -0.199
33 C 2.388 4.973 5.312  0.014
34 C 2.346 3.965 4.366  -0.024
35 H 1.872 3.030 4.623  0.116
36 H 1.979 4.831 6.300  0.126
37 F 3.006 7.160 5.917  0.103
38 F 4.026 7.593 3.411  0.103
39 H 3.821 5.581 1.781  0.138
40 H 3.095 1.725 3.438  0.100
41 C 2.535 -0.738 -0.152  -0.156
42 H 3.260 -1.359 0.379  0.055
43 C 1.213 -1.484 -0.289  -0.125
44 H 1.392 -2.429 -0.811  0.134
45 H 0.829 -1.708 0.718  0.138
46 H 2.939 -0.492 -1.138  0.140
47 H 0.397 1.157 1.009  0.143
48 H 1.413 2.289 0.084  0.108
49 F -1.019 0.548 -3.271  0.056
50 H -2.960 -0.772 -4.271  0.138
51 C -5.552 -5.202 -3.887  -0.506
52 O -5.865 -6.292 -3.472  0.088
53 O -6.182 -4.606 -4.884  0.129
54 H -5.765 -3.715 -5.064  0.085
55 H -4.035 -5.995 -1.934  0.149
56 H -0.989 -5.039 -0.561  0.118
57 H -2.273 -6.240 -0.683  0.125

***

Record 3
ORCA calculation (the ωB97M-V functional and the def2-TZVPD basis) on a molecular structure, C24H21N2O4W.

The value obtained for the LUMO energy is 2.8832 eV. Its total energy is -38227.503 eV. Its net charge is -1. The gap between HOMO and LUMO is 7.225 eV. The calculation puts the HOMO energy at -4.341 eV. Its relative energy (zero: lowest compared OMol25 entry of this formula, charge and spin) is 0.0 kcal/mol.

Each line ends with the Löwdin charge.
Element x y z (Å)
1 W 0.248 -1.436 -0.086  1.640
2 O 0.062 -1.180 2.038  -0.176
3 C -1.004 -1.023 2.723  -0.350
4 C -0.896 -1.038 4.150  -0.017
5 C -1.978 -0.879 4.969  -0.108
6 C -3.269 -0.690 4.444  -0.128
7 C -3.413 -0.669 3.082  -0.078
8 C -2.327 -0.834 2.195  -0.135
9 C -2.649 -0.738 0.796  -0.096
10 N -1.862 -0.894 -0.199  -0.120
11 C -2.315 -0.587 -1.555  -0.187
12 C -1.387 -1.309 -2.523  -0.246
13 N -0.043 -1.056 -2.057  -0.179
14 C 0.894 -2.073 -2.073  -0.304
15 C 2.353 -1.817 -2.185  -0.172
16 C 3.130 -1.944 -3.327  -0.050
17 C 4.506 -1.758 -3.271  -0.123
18 C 5.108 -1.452 -2.055  -0.113
19 C 4.352 -1.335 -0.899  -0.019
20 C 2.977 -1.531 -0.965  -0.334
21 O 2.199 -1.447 0.137  -0.223
22 H 0.099 -1.179 4.550  0.110
23 H -1.835 -0.895 6.044  0.094
24 H -4.122 -0.560 5.096  0.085
25 H -4.397 -0.515 2.651  0.100
26 H -3.694 -0.483 0.586  0.127
27 H -2.208 0.492 -1.704  0.122
28 H -3.367 -0.861 -1.693  0.114
29 H -1.543 -0.924 -3.538  0.109
30 H -1.601 -2.391 -2.514  0.105
31 H 0.557 -3.044 -2.443  0.109
32 H 2.651 -2.182 -4.270  0.104
33 H 5.106 -1.845 -4.169  0.084
34 H 6.180 -1.300 -2.009  0.089
35 H 4.804 -1.091 0.053  0.109
36 O 1.783 1.417 -1.170  0.059
37 C 0.861 1.594 -0.393  -0.575
38 O 0.162 0.694 0.213  -0.176
39 C 0.336 3.001 -0.155  -0.121
40 C 0.915 4.072 -0.829  -0.029
41 C 0.447 5.361 -0.628  -0.099
42 C -0.603 5.591 0.253  -0.115
43 C -1.181 4.527 0.930  -0.096
44 C -0.713 3.236 0.726  -0.025
45 H 1.733 3.862 -1.506  0.112
46 H 0.902 6.190 -1.157  0.092
47 H -0.969 6.599 0.413  0.090
48 H -1.996 4.703 1.623  0.094
49 H -1.144 2.393 1.249  0.109
50 C -0.500 -3.208 0.082  -0.221
51 H 0.174 -4.070 0.056  -0.017
52 H -1.525 -3.493 0.311  -0.023

***

Record 4
ORCA calculation (the ωB97M-V functional and the def2-TZVPD basis) on a molecular structure, C24H22Br2IN5O6PtS at a distorted geometry.

The value obtained for the LUMO energy is -0.3705 eV. Its total energy is -207247.994 eV. Its net charge is 0. The gap between HOMO and LUMO is 7.314 eV. The calculation puts the HOMO energy at -7.685 eV. Its relative energy (zero: lowest compared OMol25 entry of this formula, charge and spin) is 1.2 kcal/mol.

Each line ends with the Löwdin charge.
Element x y z (Å)
1 Pt 1.116 -0.615 -0.332  1.191
2 C 3.519 1.578 1.719  -0.034
3 C 2.313 2.354 1.289  -0.314
4 C 2.055 3.636 1.841  -0.006
5 C 0.951 4.331 1.449  -0.021
6 C 0.062 3.764 0.504  -0.187
7 C -1.122 4.375 0.016  -0.633
8 Br -1.623 6.103 0.608  0.764
9 C -1.913 3.724 -0.881  -0.175
10 C -1.570 2.435 -1.334  -0.598
11 Br -2.739 1.567 -2.546  0.779
12 C -0.437 1.775 -0.914  -0.398
13 O -0.120 0.580 -1.359  -0.294
14 C 0.396 2.487 0.025  -0.153
15 N 1.507 1.825 0.410  0.107
16 H 4.429 2.163 1.574  0.083
17 H 3.599 0.652 1.149  0.035
18 H 3.454 1.326 2.779  0.088
19 H 2.741 4.052 2.567  0.115
20 H 0.739 5.311 1.855  0.081
21 H -2.821 4.183 -1.245  0.094
22 O -1.940 -3.525 4.223  -0.286
23 S -1.026 -3.537 3.120  0.649
24 O -0.003 -4.547 3.075  -0.303
25 N -0.305 -2.070 2.936  -0.029
26 C -0.553 -1.579 1.757  -0.512
27 O 0.031 -0.515 1.358  -0.172
28 C -1.517 -2.340 0.917  -0.137
29 C -2.041 -2.032 -0.325  0.000
30 C -2.946 -2.929 -0.879  -0.054
31 C -3.314 -4.093 -0.208  -0.062
32 C -2.792 -4.393 1.047  -0.028
33 C -1.896 -3.491 1.579  -0.213
34 H -1.763 -1.118 -0.840  0.086
35 H -3.375 -2.716 -1.849  0.106
36 H -4.025 -4.770 -0.663  0.106
37 H -3.083 -5.283 1.584  0.122
38 N 2.160 -0.597 -2.000  0.034
39 C 2.144 0.064 -2.956  -0.204
40 N 2.129 0.798 -4.020  -0.062
41 C 2.881 2.054 -4.102  -0.086
42 C 1.895 3.186 -4.348  -0.179
43 O 1.109 2.921 -5.490  -0.116
44 C 0.315 1.763 -5.299  -0.175
45 C 1.194 0.537 -5.122  -0.081
46 H 3.593 1.978 -4.929  0.134
47 H 3.426 2.201 -3.170  0.137
48 H 2.431 4.116 -4.536  0.133
49 H 1.250 3.315 -3.468  0.131
50 H -0.309 1.654 -6.186  0.134
51 H -0.330 1.887 -4.421  0.096
52 H 1.777 0.345 -6.027  0.134
53 H 0.601 -0.343 -4.879  0.140
54 N 2.532 -2.052 2.639  0.222
55 C 2.812 -2.474 1.410  -0.625
56 O 2.087 -2.233 0.429  -0.162
57 C 4.041 -3.306 1.197  -0.540
58 I 5.769 -2.059 1.138  0.820
59 H 1.576 -1.732 2.830  0.078
60 H 3.041 -2.443 3.416  0.127
61 H 3.973 -3.791 0.230  0.058
62 H 4.200 -4.031 1.989  0.055